No. 1
DFT (wB97M-V/def2-TZVPD) results for a 8-piece molecular cluster, C20H56O8 overall in a non-equilibrium geometry.

SMILES: CC(C)O.CC(C)O.CC(C)O.CC(C)O.CC(C)O.CC(C)O.CO.CO
Energy above the lowest of the compared OMol25 structures with the same formula, charge and spin, eV: 9.6865
E_LUMO, eV: 0.01
Highest occupied orbital energy, eV: -9.53
Calculated total energy, Eh: -1397.1184

Element x y z (Å)
C: 44.557 43.415 23.461
O: 44.028 44.624 24.045
H: 44.196 42.541 23.991
H: 45.570 43.444 23.207
H: 44.143 43.303 22.306
H: 43.352 44.174 24.653
C: 43.516 47.105 26.173
O: 44.169 47.176 24.980
H: 42.646 46.285 26.208
H: 43.066 48.203 26.373
H: 44.309 46.942 26.923
H: 44.192 46.326 24.610
C: 42.457 45.694 30.897
C: 41.317 46.655 31.360
C: 40.855 46.532 32.863
O: 42.033 47.962 31.446
H: 41.805 44.691 30.930
H: 43.299 45.690 31.638
H: 42.884 45.722 29.942
H: 40.649 46.777 30.579
H: 40.238 47.460 32.956
H: 41.584 46.595 33.580
H: 40.194 45.550 32.944
H: 42.141 48.352 30.578
C: 41.870 41.969 27.786
C: 42.505 43.249 27.293
C: 44.092 43.044 27.260
O: 42.143 43.433 26.036
H: 40.742 41.911 27.377
H: 41.633 41.933 28.905
H: 42.300 41.129 27.311
H: 42.093 44.227 27.827
H: 44.498 43.924 26.639
H: 44.422 42.129 26.935
H: 44.488 43.196 28.434
H: 41.145 43.639 26.185
C: 41.497 38.763 29.122
C: 40.032 38.767 29.732
C: 39.163 37.812 29.006
O: 40.119 38.467 31.186
H: 41.206 38.981 28.087
H: 41.776 37.628 29.215
H: 42.018 39.613 29.535
H: 39.625 39.792 29.768
H: 39.143 38.268 28.224
H: 38.077 37.802 29.288
H: 39.671 36.898 29.251
H: 39.510 39.074 31.572
C: 46.767 40.248 28.321
C: 47.502 39.374 27.275
C: 49.116 39.438 27.338
O: 47.058 37.940 27.339
H: 47.143 39.875 29.288
H: 45.622 40.215 28.157
H: 46.997 41.183 28.417
H: 47.037 39.546 26.334
H: 49.461 38.740 26.655
H: 49.258 39.318 28.328
H: 49.330 40.438 27.136
H: 47.238 37.526 26.557
C: 39.360 45.488 24.516
C: 38.889 44.171 25.156
C: 39.077 42.789 24.618
O: 39.551 44.168 26.453
H: 38.955 45.717 23.556
H: 40.585 45.694 24.495
H: 38.839 46.301 25.074
H: 37.850 44.326 25.310
H: 40.063 42.545 24.344
H: 38.536 42.796 23.743
H: 38.626 41.965 25.110
H: 38.876 43.717 26.921
C: 40.418 39.404 25.111
C: 41.689 39.771 24.374
C: 42.998 39.141 24.978
O: 41.612 39.368 22.975
H: 40.460 39.751 26.217
H: 40.411 38.294 25.074
H: 39.589 39.968 24.640
H: 41.842 40.853 24.170
H: 43.090 39.294 26.013
H: 43.954 39.400 24.546
H: 43.163 38.154 24.751
H: 41.193 40.085 22.765

Löwdin atomic charge list, values in e, 8 entries: number 1, C, carries -0.128; number 2, O, carries -0.170; number 3, H, carries 0.061; number 4, H, carries 0.045; number 5, H, carries 0.126; number 6, H, carries 0.067; number 7, C, carries -0.224; number 8, O, carries -0.118

=====

No. 2
DFT (wB97M-V/def2-TZVPD) results for C12H14F6MnNO4S2 as an isolated structure.

Total charge: +3
E_LUMO (alpha / beta), eV: -12.22 / -10.56
Highest occupied orbital energy (alpha / beta), eV: -18.83 / -19.32
2S+1: 4
<S²>: 4.044
Calculated total energy, Eh: -3366.7744

Element x y z (Å)
Mn: -0.185 1.134 0.457
C: 3.510 -0.111 0.597
C: 3.245 1.270 0.005
C: 4.431 2.233 0.238
C: 2.031 1.941 0.571
C: 1.590 1.733 1.910
C: 0.473 2.363 2.424
C: -0.308 3.241 1.637
C: -1.544 3.895 2.143
C: 0.143 3.485 0.304
C: 1.289 2.875 -0.205
H: 4.314 -0.587 0.039
H: 2.635 -0.764 0.540
H: 3.840 -0.056 1.635
H: 3.078 1.177 -1.071
H: 4.618 2.379 1.303
H: 4.272 3.208 -0.224
H: 5.328 1.798 -0.201
H: 2.159 1.050 2.530
H: 0.180 2.167 3.449
H: -2.365 3.791 1.432
H: -1.344 4.966 2.255
H: -1.848 3.498 3.108
H: -0.450 4.130 -0.333
H: 1.575 3.049 -1.236
F: -4.342 0.288 -2.696
C: -3.543 1.113 -2.081
F: -4.152 2.222 -1.734
F: -2.464 1.370 -2.795
S: -2.983 0.291 -0.493
O: -2.012 1.330 0.068
O: -4.078 -0.012 0.336
N: -2.120 -0.978 -0.997
S: -0.607 -1.098 -0.686
O: -0.402 -0.628 0.871
O: 0.110 0.302 -1.168
C: -3.518 -14.517 -2.983
F: -4.417 -14.508 -2.137
F: -3.786 -14.312 -4.169
F: -2.352 -14.729 -2.641

Löwdin atomic charge list, values in e, 8 entries: number 1, Mn, carries 0.918; number 2, C, carries -0.032; number 3, C, carries -0.359; number 4, C, carries -0.004; number 5, C, carries -0.191; number 6, C, carries 0.027; number 7, C, carries 0.021; number 8, C, carries -0.234

=====

No. 3
DFT (wB97M-V/def2-TZVPD) results for one molecule with the formula C10H22O5Si2 in a non-equilibrium geometry.

Energy above the lowest of the compared OMol25 structures with the same formula, charge and spin, eV: 0.0000
E_LUMO, eV: 0.64
Highest occupied orbital energy, eV: -9.43
Calculated total energy, Eh: -1349.5065

Element x y z (Å)
O: 1.334 1.830 1.979
O: -3.963 -1.201 0.639
O: 2.787 1.942 0.155
O: -3.048 -1.668 -1.420
O: 0.702 -1.710 -0.841
C: 2.302 2.309 1.387
C: -3.987 -1.128 -0.577
C: 2.953 3.518 2.011
C: -5.095 -0.364 -1.271
C: 3.472 -1.393 -0.281
C: 1.604 -1.192 1.860
C: -1.273 0.235 0.789
C: -0.820 0.074 -2.367
C: 1.923 1.065 -0.500
C: -1.938 -2.195 -0.757
Si: 1.706 -0.725 0.046
Si: -0.692 -0.778 -0.684
H: 2.225 4.341 1.989
H: 3.173 3.282 3.048
H: 3.873 3.814 1.510
H: -6.007 -0.409 -0.733
H: -5.211 -0.782 -2.283
H: -4.867 0.683 -1.356
H: 3.341 -2.255 -0.936
H: 3.850 -1.750 0.666
H: 4.213 -0.707 -0.694
H: 2.288 -2.002 2.143
H: 0.616 -1.546 2.174
H: 1.860 -0.315 2.406
H: -1.949 -0.367 1.428
H: -0.483 0.565 1.437
H: -1.883 1.043 0.410
H: -0.051 0.833 -2.413
H: -1.776 0.608 -2.541
H: -0.607 -0.627 -3.138
H: 0.946 1.558 -0.468
H: 2.289 1.025 -1.550
H: -2.340 -2.665 0.140
H: -1.470 -2.945 -1.406

Löwdin atomic charge list, values in e, 8 entries: number 1, O, carries 0.054; number 2, O, carries 0.067; number 3, O, carries -0.018; number 4, O, carries -0.078; number 5, O, carries -0.221; number 6, C, carries -0.472; number 7, C, carries -0.501; number 8, C, carries 0.022

=====

No. 4
DFT (wB97M-V/def2-TZVPD) results for C12H10B2BrF8MnN2O4 as an isolated structure in a non-equilibrium geometry.

Energy above the lowest of the compared OMol25 structures with the same formula, charge and spin, eV: 2.1240
Total charge: -1
E_LUMO (alpha / beta), eV: 1.49 / 1.48
Highest occupied orbital energy (alpha / beta), eV: -5.26 / -5.38
2S+1: 6
<S²>: 8.753
Calculated total energy, Eh: -5447.8022

Element x y z (Å)
Mn: 8.998 4.895 10.973
Br: 9.282 2.654 12.042
B: 7.194 5.575 12.604
F: 7.087 4.792 11.462
F: 6.442 6.721 12.416
F: 6.905 4.908 13.753
F: 8.579 5.915 12.574
B: 9.698 6.468 9.213
F: 10.766 7.244 9.484
F: 8.752 6.864 10.177
F: 9.098 6.724 8.008
F: 10.143 5.191 9.375
C: 15.758 7.455 12.500
C: 14.406 7.665 12.877
C: 13.381 6.904 12.382
C: 13.736 5.856 11.515
C: 15.046 5.650 11.168
C: 16.084 6.398 11.592
N: 12.700 4.953 11.122
O: 11.567 4.993 11.629
O: 12.955 4.126 10.268
H: 16.611 7.831 13.045
H: 14.172 8.529 13.481
H: 12.351 7.227 12.371
H: 15.329 4.889 10.456
H: 17.078 6.070 11.322
C: 4.644 0.407 7.009
C: 4.500 1.026 8.303
C: 5.396 1.996 8.775
C: 6.432 2.338 7.878
C: 6.479 1.792 6.632
C: 5.659 0.753 6.186
N: 7.442 3.363 8.148
O: 7.912 4.034 7.207
O: 7.782 3.565 9.290
H: 3.870 -0.230 6.609
H: 3.580 0.695 8.763
H: 5.287 2.451 9.749
H: 7.331 1.950 5.987
H: 5.698 0.239 5.236

Löwdin atomic charge list, values in e, 8 entries: number 1, Mn, carries 0.686; number 2, Br, carries -0.022; number 3, B, carries -1.336; number 4, F, carries 0.060; number 5, F, carries 0.152; number 6, F, carries 0.177; number 7, F, carries 0.048; number 8, B, carries -1.417

=====

No. 5
DFT (wB97M-V/def2-TZVPD) results for C10H11N3O as an isolated structure in a non-equilibrium geometry.

Energy above the lowest of the compared OMol25 structures with the same formula, charge and spin, eV: 7.6096
E_LUMO, eV: -0.52
Highest occupied orbital energy, eV: -8.27
Calculated total energy, Eh: -626.8964

Element x y z (Å)
C: -3.458 -1.071 -0.143
C: -3.080 0.609 0.258
C: -0.559 1.155 -0.164
C: 0.298 2.234 0.091
C: 2.186 0.910 0.017
C: 3.509 0.603 -0.235
C: 3.910 -0.750 -0.097
C: 2.983 -1.769 0.139
C: 1.603 -1.577 0.250
C: 1.189 -0.214 -0.032
H: -1.308 -1.570 -0.409
H: -4.400 -1.462 0.833
H: -4.194 -1.232 -1.477
H: -3.972 1.358 -0.224
H: -3.141 0.604 1.548
H: -2.172 2.366 0.130
H: -0.159 3.184 -0.056
H: 4.475 1.269 -0.430
H: 4.960 -1.066 -0.356
H: 3.437 -2.788 0.186
H: 0.592 -2.305 0.290
N: -1.848 1.328 -0.300
N: 1.605 2.180 0.233
N: -0.156 -0.119 -0.003
O: -2.300 -1.877 -0.049

Löwdin atomic charge list, values in e, 8 entries: number 1, C, carries -0.299; number 2, C, carries -0.172; number 3, C, carries -0.378; number 4, C, carries -0.084; number 5, C, carries -0.198; number 6, C, carries -0.045; number 7, C, carries -0.117; number 8, C, carries -0.122

=====

No. 6
DFT (wB97M-V/def2-TZVPD) results for one molecule with the formula C5H12NOPS in a non-equilibrium geometry.

SMILES: CCNC(=S)P(C)(C)=O
Energy above the lowest of the compared OMol25 structures with the same formula, charge and spin, eV: 1.5541
E_LUMO, eV: -0.72
Highest occupied orbital energy, eV: -8.96
Calculated total energy, Eh: -1067.1933

Element x y z (Å)
C: -0.539 0.215 0.781
C: 2.832 0.547 0.913
C: -0.651 -0.432 -1.888
C: -2.919 0.925 -0.763
C: 2.004 -0.554 1.474
N: 0.807 -0.869 0.637
O: -2.356 -1.638 -0.058
P: -1.701 -0.395 -0.389
S: -0.567 1.554 1.633
H: 2.885 1.442 1.575
H: 3.767 0.335 0.603
H: 2.369 0.707 -0.054
H: -0.195 -1.438 -1.719
H: -1.380 -0.423 -2.652
H: 0.157 0.374 -2.034
H: -3.517 0.461 -1.590
H: -3.425 1.323 0.041
H: -2.241 1.610 -1.287
H: 2.465 -1.549 1.364
H: 1.821 -0.417 2.540
H: 0.383 -1.778 0.873

Löwdin atomic charge list, values in e, 8 entries: number 1, C, carries -0.816; number 2, C, carries -0.106; number 3, C, carries -0.178; number 4, C, carries -0.169; number 5, C, carries -0.325; number 6, N, carries -0.059; number 7, O, carries -0.325; number 8, P, carries 0.439